No. 1
C39H33BaBrN7O6 as an isolated structure at a distorted geometry, computed with ωB97M-V with the def2-TZVPD basis set.

Geometry as XYZ:
```
87
Properties=species:S:1:pos:R:3:forces:R:3
Ba -0.06386 -0.94972 0.50931 -2.11 2.86 -0.47
C 1.69984 1.14841 2.78332 -0.06 0.14 -0.13
N 2.09256 0.17200 1.75516 0.59 0.25 0.39
C 2.68012 -1.00653 2.40252 -0.01 -0.09 0.02
C 1.70162 -1.71956 3.29974 0.10 -0.09 0.26
C 2.13552 -2.33798 4.46448 -0.02 -0.03 -0.02
C 1.22096 -3.04108 5.23252 -0.01 0.05 -0.10
C -0.09895 -3.10073 4.81221 -0.03 -0.04 0.08
C -0.44692 -2.44462 3.64581 0.01 0.00 0.04
N 0.42717 -1.76037 2.90678 0.29 -0.42 1.13
C 3.04502 0.76755 0.80617 0.03 -0.03 -0.11
C 2.56118 0.95605 -0.61500 0.09 0.24 -0.06
C 3.13577 1.95454 -1.39605 -0.03 -0.05 -0.03
C 2.85393 1.99233 -2.75024 -0.02 -0.06 0.01
C 2.00392 1.03547 -3.28675 0.04 0.03 -0.01
C 1.43411 0.11629 -2.42709 0.07 0.01 -0.08
N 1.69333 0.08009 -1.11801 0.85 0.30 -0.48
C 0.89238 2.27167 2.19363 0.08 0.18 0.00
C 1.37626 3.57223 2.14772 -0.02 -0.04 0.04
C 0.57415 4.57048 1.61387 0.03 -0.08 0.01
C -0.68635 4.23095 1.15583 0.02 0.11 -0.03
C -1.08508 2.90572 1.23716 -0.01 0.01 0.03
N -0.31626 1.93909 1.73284 -0.05 -0.08 -0.04
H 2.58181 1.55095 3.30062 0.01 -0.04 0.00
H 1.07398 0.64280 3.51729 0.03 -0.01 0.04
H 3.56789 -0.73474 2.98984 0.04 -0.05 -0.06
H 2.97310 -1.71304 1.62023 0.08 0.05 0.00
H 3.17462 -2.27217 4.75854 0.00 0.01 0.00
H 1.53493 -3.53049 6.14455 -0.01 -0.02 0.00
H -0.84469 -3.64091 5.37798 -0.01 0.00 -0.02
H -1.46557 -2.47012 3.27367 0.00 -0.02 0.04
H 3.91848 0.11354 0.72335 0.03 0.05 0.09
H 3.40430 1.73099 1.17721 0.08 -0.03 0.03
H 3.80749 2.67636 -0.94847 0.01 -0.02 0.01
H 3.29408 2.75375 -3.38107 0.00 -0.02 -0.01
H 1.79133 1.00581 -4.34590 -0.06 0.01 0.02
H 0.74596 -0.63671 -2.79764 -0.03 0.05 0.00
H 2.35884 3.79957 2.54155 0.00 -0.01 -0.01
H 0.93273 5.59043 1.56699 -0.05 0.01 -0.02
H -1.34540 4.97887 0.73628 -0.03 -0.04 0.01
H -2.07090 2.60604 0.89746 0.02 0.00 -0.05
C -3.67580 -2.23929 -0.44209 -0.07 -0.14 0.05
O -2.81534 -1.12604 -0.69031 0.13 0.05 0.04
C -3.33351 -0.07379 -1.37401 -0.12 0.11 -0.08
C -4.64298 0.00118 -1.81431 0.04 -0.07 0.07
C -5.06973 1.13180 -2.49949 -0.19 0.11 -0.11
Br -6.86558 1.21996 -3.10037 0.14 -0.02 0.06
C -4.22218 2.18244 -2.75043 0.03 -0.06 0.00
C -2.89348 2.11667 -2.31514 -0.05 -0.19 0.08
C -2.44545 0.98526 -1.62389 -0.06 0.08 -0.07
O -1.17129 0.85699 -1.17232 -0.36 0.56 -0.34
C -1.96461 3.21505 -2.55741 0.29 0.12 -0.06
N -0.71519 3.21129 -2.14183 -0.13 -0.23 0.24
C -0.17559 4.42748 -2.51287 -0.17 0.20 -0.13
C 1.09052 4.96368 -2.29036 0.01 -0.02 0.03
C 1.34810 6.22707 -2.78407 0.06 -0.02 0.04
C 0.37424 6.95205 -3.48478 -0.04 0.01 -0.02
C -0.89024 6.44059 -3.70208 -0.10 0.05 -0.05
C -1.14949 5.17268 -3.19747 0.34 -0.14 0.10
N -2.27112 4.36799 -3.21429 -0.17 0.03 0.01
H -4.05803 -2.65366 -1.37645 0.03 0.04 -0.02
H -4.51037 -1.94965 0.20013 0.02 0.04 -0.02
H -3.06000 -2.98105 0.05505 0.01 0.02 -0.01
H -5.33946 -0.80206 -1.62799 0.01 0.01 -0.01
H -4.59225 3.04457 -3.28684 -0.01 0.00 0.01
H -0.70682 1.72997 -1.38399 0.03 -0.19 -0.07
H 1.83203 4.40027 -1.74036 0.00 0.04 -0.01
H 2.32092 6.67527 -2.62904 -0.01 -0.02 0.00
H 0.62062 7.93571 -3.86103 -0.02 0.00 0.00
H -1.64276 7.00422 -4.23828 0.02 0.01 0.01
H -3.15602 4.60434 -3.62631 -0.02 -0.03 0.00
O -0.83409 -3.18920 0.48195 -0.67 -1.52 -0.01
C 0.33576 -3.63102 0.32696 0.22 -1.06 0.04
O 1.33286 -2.88427 0.15523 0.82 -1.00 -0.28
C 0.54745 -5.12008 0.38371 0.11 0.02 -0.01
C 1.79647 -5.66178 0.09900 0.01 0.06 0.00
C 2.00011 -7.03135 0.16804 -0.01 0.03 0.00
C 0.95853 -7.86961 0.53110 -0.13 -0.10 0.05
C -0.28105 -7.31512 0.81283 0.38 0.23 -0.09
C -0.50204 -5.95249 0.73903 -0.19 -0.04 0.04
N -1.38831 -8.19681 1.20475 -0.28 -0.19 0.00
O -1.18708 -9.39470 1.19415 0.02 0.17 0.03
O -2.44410 -7.67252 1.50731 0.14 -0.04 -0.02
H 2.59848 -4.99093 -0.17870 0.00 -0.01 0.01
H 2.97047 -7.45086 -0.05950 0.00 0.00 0.01
H 1.09207 -8.93872 0.60278 -0.02 -0.01 -0.01
H -1.47809 -5.54472 0.95559 0.01 0.00 0.01
```
Forces are in eV/Å.

- energy above the lowest of the compared OMol25 structures with the same formula, charge and spin (eV) = 0.732
- HOMO-LUMO gap (eV) = 8.5
- total charge = +1
- 2S+1 = 1



No. 2
C39H33CoIN2O6P2S as an isolated structure at a distorted geometry, computed with ωB97M-V with the def2-TZVPD basis set.

Geometry as XYZ:
```
85
Properties=species:S:1:pos:R:3:forces:R:3
Co -0.11999 0.15944 0.03271 -0.53 -0.08 -0.86
C 3.27722 -0.14367 1.42266 -0.22 -0.21 -0.12
N 2.63489 0.38410 2.61231 -0.15 -0.02 -0.21
C 1.51989 -0.36782 3.14028 -0.04 0.11 -0.10
P -0.10098 -0.00316 2.25873 -0.03 -0.19 1.15
C -0.39546 1.73448 2.92501 -0.09 0.09 -0.53
C -1.17335 2.56478 2.11527 -0.01 -0.03 -0.05
C -1.47721 3.86201 2.50190 0.02 0.04 0.13
C -0.99571 4.35718 3.70472 -0.02 0.00 -0.05
C -0.22731 3.54035 4.52121 0.02 0.01 0.09
C 0.06484 2.23985 4.13737 -0.02 -0.11 0.09
C -1.34841 -0.83982 3.32342 -0.07 0.01 -0.03
C -1.08639 -2.09368 3.87852 -0.02 0.10 -0.01
C -2.03145 -2.72953 4.66583 0.02 -0.03 0.04
C -3.26918 -2.13934 4.88621 0.01 -0.02 0.00
C -3.54593 -0.90516 4.32250 -0.08 -0.01 0.05
C -2.58824 -0.25206 3.55906 0.09 0.01 -0.04
C 3.20473 1.46105 3.27961 0.14 0.15 0.11
C 3.77707 2.51861 2.55835 -0.04 -0.10 -0.03
C 4.38188 3.57791 3.20988 0.03 0.03 0.06
C 4.43103 3.62783 4.59680 0.00 0.02 0.00
C 3.86562 2.58851 5.32112 0.02 0.05 0.01
C 3.26878 1.51739 4.67838 0.00 -0.06 -0.01
P 2.30237 -0.04253 -0.19588 0.97 0.13 0.09
C 3.38726 1.20144 -1.02658 -0.10 0.12 -0.02
C 2.93323 2.51968 -1.06491 -0.09 0.02 0.00
C 3.71760 3.52604 -1.61349 0.10 0.08 -0.03
C 4.97034 3.23005 -2.12612 -0.04 0.00 0.03
C 5.43933 1.92293 -2.07990 0.09 0.01 -0.01
C 4.65771 0.91751 -1.53436 -0.05 0.03 0.07
C 2.82257 -1.56145 -1.07759 -0.09 -0.06 -0.05
C 2.78719 -1.53350 -2.47332 -0.01 0.09 0.06
C 3.16186 -2.64202 -3.21532 0.02 -0.01 -0.08
C 3.56872 -3.80462 -2.57811 -0.01 -0.01 0.06
C 3.54563 -3.86394 -1.19283 0.03 -0.08 -0.02
C 3.15576 -2.75974 -0.44901 0.01 0.07 -0.06
H 3.51870 -1.19697 1.59289 -0.01 -0.03 0.06
H 4.21538 0.38475 1.27195 0.03 -0.04 0.00
H 1.37381 -0.16421 4.19975 0.01 0.02 -0.04
H 1.70616 -1.43557 3.01985 -0.02 -0.03 0.01
H -1.52995 2.19573 1.16099 -0.03 0.09 0.14
H -2.07751 4.48556 1.85166 0.02 0.00 -0.02
H -1.20941 5.37626 4.00534 -0.02 0.00 -0.01
H 0.15032 3.91646 5.46544 0.02 -0.01 -0.01
H 0.65311 1.63229 4.81141 -0.02 -0.01 -0.01
H -0.15171 -2.58960 3.66089 0.04 -0.02 -0.03
H -1.80984 -3.70214 5.08995 0.00 0.01 0.00
H -4.01485 -2.64784 5.48594 -0.01 0.01 -0.01
H -4.51679 -0.44876 4.47390 0.02 0.03 -0.04
H -2.81948 0.71122 3.12407 -0.01 0.02 0.00
H 3.71353 2.51927 1.47754 0.00 0.02 0.00
H 4.80240 4.38741 2.62552 -0.01 -0.02 -0.03
H 4.89614 4.46398 5.10332 -0.01 0.00 0.00
H 3.90024 2.60530 6.40447 -0.01 -0.02 0.00
H 2.86543 0.70672 5.27239 0.00 0.01 -0.02
H 1.95040 2.76024 -0.67284 0.18 0.00 0.06
H 3.33555 4.53865 -1.64893 -0.05 -0.02 -0.01
H 5.57991 4.01166 -2.56343 0.00 0.00 -0.01
H 6.42180 1.68747 -2.47315 -0.01 -0.02 0.00
H 5.03998 -0.09383 -1.50329 -0.01 -0.09 -0.03
H 2.43608 -0.64352 -2.98042 0.04 0.01 -0.03
H 3.12753 -2.59989 -4.29706 -0.03 0.04 0.02
H 3.87540 -4.66921 -3.15486 -0.02 0.01 -0.01
H 3.81739 -4.78233 -0.68530 -0.02 0.01 0.01
H 3.07160 -2.86323 0.62235 0.05 0.06 0.07
O 0.00009 3.77376 -4.85920 0.01 -0.05 0.03
C -0.01615 3.02950 -3.90178 -0.02 0.27 -0.23
C -0.05902 3.44841 -2.45660 0.04 -0.06 0.34
O -0.03028 4.59761 -2.03438 0.04 0.02 -0.02
C -0.07190 2.20892 -1.69682 -0.06 -0.36 -0.67
C -0.04915 1.07660 -2.55786 -0.01 0.27 0.42
O -0.03212 -0.10232 -2.08821 -0.06 0.02 0.02
C 0.05980 1.52460 -3.95077 0.08 -0.31 -0.13
O 0.24387 0.84736 -4.94803 -0.03 0.05 0.05
O -0.02843 2.05272 -0.42009 -0.04 0.63 0.11
N -3.22481 -1.51037 0.35119 -0.12 0.14 -0.07
C -3.29920 -0.15263 0.24735 0.49 -0.30 -0.09
O -2.26686 0.51294 -0.04194 -0.21 -0.13 0.18
C -4.54795 0.45765 0.53866 -0.18 0.27 0.27
I -6.48217 -0.28487 -1.50121 -0.07 -0.08 -0.03
H -2.36089 -1.93333 0.04685 0.08 -0.04 0.06
H -4.07666 -2.03308 0.23605 -0.05 0.06 -0.05
H -4.63256 1.52878 0.44940 0.03 -0.01 -0.07
H -5.25510 -0.06332 1.16317 -0.01 -0.02 -0.05
S 0.07576 -1.88062 0.83341 0.14 -0.56 0.16
```
Forces are in eV/Å.

- energy above the lowest of the compared OMol25 structures with the same formula, charge and spin (eV) = 0.000
- HOMO-LUMO gap (alpha / beta) (eV) = 5.7 / 6.0
- total charge = -2
- 2S+1 = 4



Question: The lowest energy above the lowest of the compared OMol25 structures with the same formula, charge and spin belongs to which entry?
Answer: C39H33CoIN2O6P2S